[1]
ORCA calculation (ωB97M-V/def2-TZVPD) on a structure of composition C31H31N7O4PPbSe.

Properties
* net charge: +1
* largest force on an atom: 0.0102 hartree/bohr
* orbital gap: 7.8 eV
* electronic energy: -131145.5428 eV

CARTESIAN COORDINATES (ANGSTROEM)
Pb (1.128, -1.044, -0.054)
Se (-0.228, -0.063, -3.380)
P (-1.171, 1.956, 0.167)
O (-0.167, -3.354, 2.962)
O (-1.376, 0.132, 3.148)
O (2.501, 0.120, 1.901)
O (-0.347, 0.831, 1.241)
N (-2.715, -3.051, -0.955)
N (-3.066, 2.615, -6.377)
N (-3.181, -2.901, 0.275)
N (-1.124, -2.172, 0.030)
N (-1.503, -2.641, -1.134)
N (-3.432, -3.611, -1.994)
N (1.152, -1.660, 2.142)
C (-0.371, 4.458, -0.587)
C (2.781, -2.333, -2.601)
C (0.586, -2.428, 3.149)
C (-0.807, 1.663, -2.507)
C (1.937, -3.279, -2.038)
C (2.007, -0.752, 4.156)
C (2.032, 4.353, 0.812)
C (-2.836, 0.545, -1.421)
C (-1.469, 2.129, -3.830)
C (1.697, 5.481, 0.077)
C (3.805, -1.781, -1.835)
C (3.479, -3.719, 1.412)
C (0.496, 5.535, -0.621)
C (2.138, -3.699, -0.726)
C (-2.273, 1.500, -6.736)
C (-3.119, 0.744, -3.919)
C (-1.599, 0.657, -5.951)
C (-3.419, 0.179, -2.568)
C (1.169, 3.268, 0.858)
C (-3.372, 2.951, -5.191)
C (3.193, -3.187, 0.037)
C (-1.355, 0.814, 2.178)
C (-2.312, 1.832, 1.583)
C (-1.636, 0.746, -4.473)
C (-1.682, 1.440, -1.318)
C (4.000, -2.194, -0.533)
C (-0.035, 3.321, 0.153)
C (-2.145, -2.367, 0.889)
C (1.081, -1.921, 4.497)
C (-3.000, 2.300, -3.882)
C (1.944, -0.692, 2.651)
H (-4.141, -4.205, -1.579)
H (0.063, 2.264, -2.261)
H (1.679, 0.204, 4.565)
H (4.210, -4.528, 1.350)
H (4.795, -1.758, 0.060)
H (-3.969, 3.860, -5.106)
H (-2.111, -2.137, 1.940)
H (1.442, 2.389, 1.428)
H (-4.265, -0.498, -2.510)
H (4.452, -1.024, -2.258)
H (-1.305, 4.493, -1.135)
H (0.237, 6.418, -1.190)
H (0.214, -1.626, 5.086)
H (-1.025, -0.138, -6.412)
H (-2.220, 1.369, -7.809)
H (-3.493, 2.792, -3.044)
H (3.902, -2.946, 2.055)
H (1.489, -4.453, -0.294)
H (2.580, -4.117, 1.880)
H (-2.355, 2.746, 2.176)
H (-3.867, -2.862, -2.524)
H (2.374, 6.324, 0.048)
H (-3.318, 1.469, 1.394)
H (3.041, -0.899, 4.468)
H (-3.826, 0.362, -4.653)
H (-3.242, 0.127, -0.503)
H (2.970, 4.312, 1.350)
H (1.118, -3.689, -2.613)
H (-0.859, 2.867, -4.349)
H (1.575, -2.736, 5.025)
H (2.627, -2.004, -3.620)

***

[2]
ORCA calculation (ωB97M-V/def2-TZVPD) on a cluster of 17 separate species, C80H211N17O23 in total.

Properties
* largest force on an atom: 0.0881 hartree/bohr
* orbital gap: 8.7 eV
* electronic energy: -158779.1305 eV

CARTESIAN COORDINATES (ANGSTROEM)
O (-1.480, -5.150, -6.426)
O (-8.131, 2.045, -0.771)
O (7.840, 3.006, -6.483)
O (5.707, 3.552, 2.893)
O (3.804, 5.814, 11.499)
O (1.001, -0.587, 9.381)
O (-1.733, -1.784, -1.385)
O (-3.334, -8.783, 3.263)
O (4.393, 12.596, -2.283)
O (-4.950, -3.010, -8.851)
O (1.404, -1.514, -4.938)
O (-6.536, -3.614, 3.125)
O (-9.160, -7.860, 4.240)
O (1.022, 3.897, 6.765)
O (-2.694, 0.407, 5.167)
O (3.144, -3.841, 4.538)
O (5.888, 1.725, -2.024)
O (2.216, 6.784, -1.138)
O (-1.878, -6.763, -1.239)
O (-7.315, -3.497, -5.168)
O (1.817, 1.320, -0.440)
O (-1.856, 4.881, -0.896)
O (11.438, 4.324, -9.272)
N (4.822, -0.058, -0.097)
N (-5.564, -7.307, 3.765)
N (-6.988, -4.484, -7.709)
N (-0.843, -9.583, -3.240)
N (7.792, 1.680, 0.386)
N (-4.637, -4.616, -5.459)
N (2.694, 1.429, 6.780)
N (1.927, 9.753, -2.304)
N (2.114, 4.487, 9.505)
N (-0.958, 1.518, -2.229)
N (4.442, -0.279, 4.680)
N (-2.044, 2.364, 2.812)
N (10.435, 1.782, -8.234)
N (-8.282, 0.316, -3.269)
N (-5.511, -4.365, 5.332)
N (3.118, 0.717, -5.215)
N (-0.122, -0.280, 0.561)
C (12.267, 5.375, -9.752)
C (-6.803, -3.981, 1.780)
C (-5.622, -5.124, -4.464)
C (-8.472, -2.888, -4.707)
C (3.437, 6.481, -0.636)
C (6.673, 3.785, -6.217)
C (2.526, 0.274, 7.707)
C (-1.786, 2.772, -2.216)
C (-4.025, -1.986, -8.776)
C (4.784, 4.623, 2.571)
C (-3.058, 0.173, 6.512)
C (4.579, -1.737, 4.763)
C (-8.619, 3.233, -0.158)
C (3.599, 4.456, 9.474)
C (1.891, -4.449, 4.669)
C (-6.229, -2.540, -8.888)
C (-3.340, 1.790, 3.080)
C (7.188, 1.824, 1.704)
C (2.517, 2.484, -1.071)
C (0.962, 0.121, 1.419)
C (7.849, 2.154, -7.612)
C (-4.820, -3.214, 4.828)
C (3.756, 0.163, 8.670)
C (-2.789, -5.474, -6.986)
C (3.270, -2.522, 5.060)
C (4.233, 5.720, 10.145)
C (1.776, 0.890, -5.712)
C (-3.348, -3.170, 5.297)
C (-7.857, -7.466, 4.715)
C (-0.950, -7.437, -2.097)
C (-7.191, -3.694, -8.941)
C (-3.433, 1.538, 4.666)
C (-8.634, -3.286, -9.244)
C (5.404, 13.307, -1.572)
C (1.683, 1.846, -6.802)
C (4.810, -1.920, -1.672)
C (-3.119, 2.369, -1.611)
C (-5.267, -3.049, 3.352)
C (0.974, -1.278, -3.579)
C (-3.552, 0.572, 2.218)
C (-1.607, -8.858, -2.214)
C (-1.839, -9.766, -1.014)
C (2.165, 7.114, -2.560)
C (-8.696, -0.136, -1.960)
C (-3.318, -7.394, 2.867)
C (-1.832, -1.982, 0.039)
C (2.636, 10.994, -2.564)
C (-3.952, -5.781, -5.951)
C (11.017, 2.742, -7.333)
C (-2.979, -1.946, -2.114)
C (1.136, 0.478, 8.426)
C (5.323, 0.495, -2.415)
C (1.566, 1.439, 0.970)
C (-9.184, 1.138, -1.173)
C (-6.971, -7.481, 3.491)
C (4.446, 6.848, 12.182)
C (-4.755, -6.886, 2.627)
C (1.372, 5.390, 8.682)
C (-1.581, -5.437, -0.689)
C (-0.311, 3.404, 7.175)
C (5.427, -0.556, -1.297)
C (-10.146, -8.249, 5.172)
C (-1.233, 5.930, -0.267)
C (9.132, 1.267, -7.537)
C (6.428, 3.238, 1.682)
C (-1.598, -4.004, -5.543)
C (2.744, 8.568, -2.824)
C (-1.058, 3.788, -1.241)
C (0.991, -0.480, -5.854)
C (-7.510, -0.782, -1.292)
C (5.838, -2.134, 5.644)
C (-6.594, -4.017, -4.079)
C (1.598, 5.111, 7.228)
C (-2.037, -9.336, 3.658)
C (6.504, 2.362, -3.072)
C (-0.152, -0.483, 10.224)
C (8.402, 1.768, 2.701)
C (-0.434, -1.691, 0.664)
C (3.984, 11.271, -1.833)
C (12.032, 3.564, -8.252)
H (-0.838, 5.537, 0.669)
H (-2.078, 3.105, -3.212)
H (-0.656, 1.141, -1.342)
H (-2.834, -1.639, -3.150)
H (3.477, -0.513, 9.478)
H (12.540, 4.236, -7.560)
H (8.703, 0.725, 2.799)
H (0.822, -0.224, -3.349)
H (0.311, 0.516, 7.715)
H (5.236, 0.827, 0.159)
H (-3.669, -6.371, -5.079)
H (6.446, 4.348, -7.122)
H (3.016, -2.369, 6.109)
H (3.853, 0.185, -0.249)
H (8.912, 0.379, -8.130)
H (-2.495, -1.189, 0.385)
H (-8.000, -6.519, 5.234)
H (5.662, 3.015, 0.940)
H (0.306, 5.221, 8.837)
H (-7.296, -3.965, -6.900)
H (-7.118, -4.334, -3.177)
H (5.512, 6.949, 11.975)
H (6.974, 3.299, -2.773)
H (-7.274, 0.380, -3.272)
H (-3.650, -1.206, -1.678)
H (0.004, -7.500, -1.575)
H (-0.950, -4.851, -1.357)
H (-0.408, 2.529, 6.533)
H (-4.584, -6.457, -6.527)
H (-8.977, -3.491, -3.953)
H (-2.195, -4.105, -4.637)
H (4.939, 5.594, 3.040)
H (-3.040, -2.425, -8.621)
H (2.123, -5.471, 4.368)
H (3.800, 8.519, -2.557)
H (5.098, 13.641, -0.580)
H (0.283, -0.091, -0.345)
H (0.887, 2.254, 1.219)
H (3.584, 0.252, -5.981)
H (-2.593, -8.760, -2.669)
H (-1.120, -0.685, 9.766)
H (1.994, 11.849, -2.352)
H (-1.624, 1.946, 1.994)
H (4.306, 0.532, -2.806)
H (-0.727, 3.393, -0.280)
H (3.919, 7.442, -0.455)
H (-2.870, -2.214, 5.084)
H (-5.273, -3.995, -5.939)
H (-3.497, 0.968, 1.204)
H (6.485, -0.601, -1.039)
H (0.302, -2.276, 0.113)
H (3.888, 3.526, 9.965)
H (5.670, -2.043, 6.717)
H (-3.654, 1.612, -2.184)
H (2.650, 5.200, 6.956)
H (-9.913, -9.187, 5.675)
H (4.866, -2.176, 3.807)
H (3.877, 4.307, 3.086)
H (-3.094, -4.675, -7.662)
H (-2.208, -10.770, -1.226)
H (2.635, 6.345, -3.174)
H (-4.535, 0.145, 2.413)
H (4.631, 10.470, -2.190)
H (4.411, 4.773, 1.558)
H (-2.724, -3.955, 4.870)
H (-2.215, -2.948, 0.368)
H (-0.052, -9.975, -2.749)
H (-0.400, -8.973, -3.913)
H (6.656, -1.541, 5.237)
H (2.550, 8.542, -3.897)
H (1.283, 1.519, -4.971)
H (2.304, 1.660, 1.741)
H (11.498, 5.874, -10.340)
H (3.473, 2.631, -0.567)
H (-7.232, -1.750, -1.709)
H (-0.918, -6.865, -3.025)
H (-3.906, 3.117, -1.520)
H (0.669, 2.168, -7.040)
H (-8.881, -2.406, -8.650)
H (-4.496, 1.329, 4.789)
H (1.502, 6.457, 8.861)
H (-0.371, -2.013, 1.704)
H (-6.962, -3.092, 1.170)
H (-0.896, -9.964, -0.506)
H (-5.047, -5.214, 5.043)
H (-9.471, 3.190, 0.521)
H (-5.987, -4.602, -7.643)
H (6.127, -3.172, 5.478)
H (4.011, 5.913, -1.368)
H (-8.666, 1.223, -3.493)
H (-3.370, -3.396, 6.364)
H (-6.502, -0.392, -1.437)
H (6.973, 4.103, 1.301)
H (3.891, 11.097, -0.761)
H (-5.329, -1.986, 3.116)
H (2.751, 2.243, -2.108)
H (-4.548, -3.449, 2.637)
H (-3.955, -0.432, 6.645)
H (-3.945, -1.255, -9.581)
H (-2.587, -9.399, -0.311)
H (0.118, -1.938, -3.440)
H (3.130, 6.025, 0.305)
H (2.651, 11.028, -3.653)
H (3.803, 4.315, 8.413)
H (-1.600, 0.848, -2.628)
H (-3.400, 2.521, 5.135)
H (-0.176, -1.321, 10.921)
H (2.627, 2.325, 7.241)
H (5.181, 0.109, 4.111)
H (2.448, -0.653, 7.139)
H (-5.154, -7.271, 1.689)
H (4.222, 7.042, 13.231)
H (4.073, 7.743, 11.686)
H (-10.312, -7.540, 5.984)
H (1.925, 3.397, -1.134)
H (-6.421, -4.477, 4.908)
H (7.853, 2.611, -8.602)
H (-4.009, -1.235, -7.986)
H (5.749, 2.745, -3.758)
H (-4.722, -5.804, 2.504)
H (-1.555, -9.718, 2.758)
H (1.951, 1.455, 6.096)
H (-1.477, 2.348, 3.647)
H (-2.871, -0.223, 2.520)
H (1.816, -0.545, 1.544)
H (-4.157, 2.469, 2.837)
H (-7.898, 3.793, 0.437)
H (-3.135, 1.032, 7.178)
H (-6.237, -1.971, -9.817)
H (-3.503, -2.881, -2.310)
H (-7.128, -8.433, 2.983)
H (1.116, 5.975, 6.770)
H (1.130, 7.151, -2.899)
H (-2.713, -6.348, -7.633)
H (9.408, 0.904, -6.547)
H (-5.943, -4.421, 1.275)
H (1.639, -4.624, 5.715)
H (1.659, -1.734, -2.864)
H (-9.990, 1.714, -1.627)
H (5.639, 14.252, -2.062)
H (-7.658, -0.796, -0.212)
H (-0.598, -3.702, -5.233)
H (1.796, 9.519, -1.330)
H (6.591, 1.005, 2.106)
H (-6.502, -1.714, -8.231)
H (8.228, 2.144, 3.709)
H (3.744, -1.825, -1.877)
H (-9.231, -4.093, -8.820)
H (4.524, -0.439, 8.184)
H (6.912, 1.600, -7.657)
H (-5.070, -5.503, -3.604)
H (-0.183, 4.196, -1.747)
H (5.213, -2.401, -2.564)
H (8.345, 2.514, 0.253)
H (-7.388, -6.690, 2.867)
H (-9.490, -0.873, -2.074)
H (1.034, -4.072, 4.111)
H (13.017, 5.061, -10.479)
H (-1.078, 4.090, 6.816)
H (-5.239, -8.254, 3.900)
H (-0.081, -0.287, -5.885)
H (6.998, 4.594, -5.561)
H (7.238, 1.779, -3.629)
H (-1.360, -8.608, 4.105)
H (-7.488, -8.117, 5.507)
H (5.745, 3.402, -5.793)
H (4.173, 1.071, 9.106)
H (-9.585, 0.676, -0.271)
H (-8.086, -1.883, -4.535)
H (-2.238, -10.282, 4.161)
H (0.545, 0.281, 2.414)
H (-2.016, 6.685, -0.195)
H (-8.969, 3.921, -0.928)
H (-9.215, -2.820, -5.502)
H (-8.732, -3.149, -10.321)
H (7.024, 1.726, -0.268)
H (1.213, 1.497, 8.805)
H (-1.849, -3.131, -6.145)
H (-5.435, -2.494, 5.367)
H (-2.983, 1.879, -0.647)
H (-7.732, -4.549, 1.824)
H (-2.478, -4.831, -0.562)
H (12.776, 2.932, -8.736)
H (10.215, 3.433, -7.074)
H (2.272, 2.760, -6.727)
H (5.949, 0.049, -3.187)
H (6.345, 12.758, -1.586)
H (2.738, -0.095, -4.750)
H (-2.705, -7.402, 1.966)
H (-6.325, -5.859, -4.857)
H (-11.080, -8.367, 4.623)
H (4.272, 0.220, 5.542)
H (-2.332, -0.573, 6.836)
H (-1.118, -5.478, 0.296)
H (11.454, 2.200, -6.495)
H (1.183, -0.969, -6.809)
H (-0.368, 6.345, -0.786)
H (2.033, 1.297, -7.676)
H (1.827, 4.668, 10.456)
H (9.218, 2.421, 2.391)
H (3.795, 6.594, 9.665)
H (-2.802, -6.779, 3.604)
H (4.811, -2.556, -0.787)
H (2.507, -2.032, 4.455)
H (12.542, 6.050, -8.941)
H (-0.561, 3.102, 8.192)
H (5.322, 5.703, 10.109)
H (-0.148, 0.394, 10.872)
H (-5.944, -3.210, -3.741)
H (10.338, 2.290, -9.102)
H (-7.007, -4.293, -9.834)

***

[3]
ORCA calculation (ωB97M-V/def2-TZVPD) on an isolated molecule of C20H27N3O4S2.

Properties
* largest force on an atom: 0.0265 hartree/bohr
* orbital gap: 7.7 eV
* electronic energy: -55507.8969 eV

CARTESIAN COORDINATES (ANGSTROEM)
S (0.038, 2.347, 0.306)
S (5.849, -2.137, 0.138)
O (-4.011, -0.934, -2.316)
O (1.034, -0.984, 2.156)
O (1.349, 2.888, 0.109)
O (-0.976, 3.156, 0.916)
N (-4.362, 0.069, -0.327)
N (-0.535, 1.912, -1.182)
N (-0.203, -0.815, 2.687)
C (-2.046, 0.787, 2.602)
C (5.304, 0.220, -0.735)
C (-1.920, 1.536, -1.288)
C (3.492, -0.846, 0.685)
C (7.006, -1.330, -0.831)
C (0.211, 0.880, 1.292)
C (-1.248, -0.671, -2.233)
C (0.215, -0.265, -2.075)
C (-2.108, 0.015, -1.170)
C (0.348, 1.259, -2.117)
C (-3.583, -0.346, -1.347)
C (-5.298, -2.478, 0.900)
C (6.583, -0.094, -1.220)
C (-0.709, 0.288, 2.195)
C (-6.079, -1.163, 0.941)
C (-5.622, -3.328, -0.323)
C (4.754, -0.786, 0.028)
C (1.307, 0.035, 1.322)
C (2.559, 0.127, 0.644)
C (-5.771, -0.236, -0.237)
H (1.359, 1.583, -1.874)
H (-7.149, -1.375, 0.936)
H (-4.226, -2.267, 0.915)
H (-2.294, 1.869, -2.263)
H (3.283, -1.748, 1.246)
H (4.804, 1.151, -0.931)
H (0.815, -0.699, -2.876)
H (-1.616, -0.381, -3.219)
H (-2.241, 1.740, 2.117)
H (-6.048, -0.707, -1.181)
H (-5.534, -3.043, 1.805)
H (-1.355, -1.754, -2.149)
H (-3.943, 0.540, 0.460)
H (7.169, 0.567, -1.833)
H (-5.848, -0.641, 1.874)
H (-5.274, -2.848, -1.234)
H (-2.450, 2.082, -0.507)
H (0.601, -0.645, -1.127)
H (-1.785, -0.312, -0.175)
H (-5.133, -4.296, -0.245)
H (-2.814, 0.054, 2.357)
H (2.709, 1.051, 0.109)
H (-6.337, 0.696, -0.129)
H (-6.695, -3.491, -0.401)
H (-2.062, 0.925, 3.681)
H (7.934, -1.814, -1.059)
H (0.097, 1.621, -3.121)

***

Question: The lowest largest force on an atom belongs to which entry?
Answer: C31H31N7O4PPbSe